Computed, not measured: 3 unconnected molecules or ions with the total composition C14H27BrO5, with ωB97M-V with the def2-TZVPD basis set.

Structure (ORCA input):
```
! RIJCOSX wB97M-V def2-TZVPD def2/J DEFGRID3
* xyz 0 1
C 4.45 0.01 0.24
C 4.26 1.45 0.70
O 4.11 2.38 -0.37
C 2.85 2.35 -1.01
C 1.73 3.09 -0.25
C 0.80 2.25 0.65
Br 1.06 2.64 2.54
O 0.97 0.86 0.49
C 0.23 0.29 -0.49
O 0.46 -0.81 -0.90
H 3.68 -0.30 -0.47
H 4.40 -0.66 1.10
H 5.42 -0.11 -0.26
H 5.15 1.78 1.25
H 3.41 1.52 1.39
H 2.56 1.32 -1.24
H 3.00 2.86 -1.96
H 1.09 3.57 -1.00
H 2.18 3.89 0.35
H -0.25 2.52 0.48
H -0.55 0.94 -0.92
C -1.59 -2.77 3.15
C -0.66 -2.35 2.00
C 0.36 -1.49 2.73
O 0.46 -2.03 4.05
C -0.59 -2.96 4.28
H -2.17 -3.67 2.94
H -2.28 -1.96 3.38
H -0.18 -3.23 1.57
H -1.17 -1.82 1.20
H 0.02 -0.45 2.80
H 1.34 -1.50 2.27
H -0.18 -3.98 4.28
H -1.02 -2.77 5.27
C -3.91 0.20 -3.96
C -3.36 -1.10 -3.37
C -2.29 -0.58 -2.43
O -2.74 0.70 -1.97
C -3.86 1.13 -2.75
H -4.91 0.11 -4.37
H -3.25 0.56 -4.75
H -4.14 -1.62 -2.81
H -2.97 -1.79 -4.12
H -1.33 -0.46 -2.95
H -2.12 -1.23 -1.57
H -4.77 1.05 -2.15
H -3.71 2.17 -3.02
*
```

The total energy is -3499.7953 hartree. The value obtained for the gap between HOMO and LUMO is 9.78 eV. The lowest unoccupied orbital energy is 0.553 eV.



Computed, not measured: a molecular structure, C14H27Cl12MgO2, with ωB97M-V with the def2-TZVPD basis set.

Structure (ORCA input):
```
! RIJCOSX wB97M-V def2-TZVPD def2/J DEFGRID3
* xyz 1 1
Mg -1.42 -6.64 2.62
C 0.26 -1.25 0.22
C -0.27 -2.60 0.73
O -0.15 -3.67 0.08
O -0.59 -2.65 1.92
H 0.16 -1.19 -0.87
H 1.24 -1.20 0.69
H -0.30 -0.42 0.64
Cl -0.66 6.82 0.09
C -1.60 8.33 0.50
C -1.61 9.24 -0.62
Cl -1.89 10.93 -0.08
H -1.16 8.73 1.41
H -2.65 8.18 0.77
H -2.37 8.97 -1.35
H -0.71 9.32 -1.23
Cl -5.73 -5.11 -2.46
C -5.16 -5.17 -4.15
C -5.83 -4.10 -5.04
Cl -7.62 -4.44 -5.26
H -5.32 -6.19 -4.51
H -4.07 -5.09 -4.10
H -5.34 -4.19 -6.01
H -5.68 -3.11 -4.61
Cl 0.28 1.89 6.45
C 1.70 2.39 5.49
C 2.42 3.59 5.99
Cl 1.35 5.03 6.14
H 1.35 2.48 4.46
H 2.30 1.48 5.46
H 3.35 3.81 5.47
H 2.62 3.36 7.04
Cl 7.11 -5.36 0.41
C 6.24 -6.84 0.71
C 6.79 -8.05 -0.05
Cl 5.42 -9.24 -0.11
H 5.23 -6.58 0.40
H 6.23 -7.01 1.79
H 7.66 -8.53 0.41
H 7.06 -7.76 -1.07
Cl -7.13 2.16 0.94
C -7.24 0.45 0.54
C -8.34 0.15 -0.46
Cl -9.92 0.60 0.29
H -7.47 -0.14 1.43
H -6.27 0.12 0.17
H -8.41 -0.93 -0.64
H -8.14 0.72 -1.37
Cl 6.89 1.96 -0.29
C 6.30 2.02 -1.97
C 7.32 2.65 -2.87
Cl 6.59 2.81 -4.52
H 5.38 2.60 -2.01
H 6.06 0.99 -2.25
H 8.20 2.02 -2.95
H 7.56 3.63 -2.44
*
```

Its energy above the lowest of the compared OMol25 structures with the same formula, charge and spin is 9.085 eV. The total energy is -6422.0445 hartree. The value obtained for the gap between HOMO and LUMO is 2.53 eV. The lowest unoccupied orbital energy is -9.354 eV.



Computed, not measured: a molecular structure, C14H27ClIN2O2P2W, with ωB97M-V with the def2-TZVPD basis set.

Structure (ORCA input):
```
! RIJCOSX wB97M-V def2-TZVPD def2/J DEFGRID3
* xyz 3 3
C -0.04 0.25 -3.67
C -0.41 0.48 -2.22
H 0.02 1.23 -4.16
H -0.77 -0.39 -4.21
H 0.96 -0.19 -3.78
O -0.84 1.61 -1.87
I -0.44 -2.95 0.96
W 0.41 -0.81 -0.55
P 2.68 -0.85 -0.84
C 3.54 0.11 0.44
C 3.28 -2.56 -0.68
H 4.37 -2.59 -0.87
H 4.41 -0.25 -2.44
H 2.76 -3.20 -1.40
H 2.96 -0.94 -3.25
H 3.15 -0.17 1.42
H 3.09 -2.93 0.33
C 3.31 -0.27 -2.45
H 4.62 -0.09 0.40
H 2.94 0.74 -2.64
H 3.36 1.18 0.27
P -2.32 -0.80 -0.87
C -3.12 0.28 0.37
C -3.16 -0.31 -2.41
H -2.72 -3.16 -1.29
H -4.24 -2.31 -0.82
H -3.02 -2.74 0.42
C -3.17 -2.42 -0.62
H -2.84 -0.98 -3.22
H -4.25 -0.40 -2.26
H -4.21 0.23 0.21
H -2.76 1.30 0.22
H -2.92 0.72 -2.66
H -2.88 -0.04 1.39
Cl 0.24 -2.44 -2.32
N -0.85 1.85 5.52
C -1.03 1.01 4.44
O -1.80 0.06 4.51
C -0.32 1.36 3.17
C 0.23 2.62 2.93
C 0.75 2.90 1.68
C 0.70 1.94 0.67
N 0.25 0.69 0.93
C -0.30 0.41 2.15
H -1.19 1.50 6.40
H -0.06 2.46 5.59
H 0.22 3.38 3.72
H 1.17 3.88 1.44
H 0.99 2.18 -0.35
H -0.73 -0.59 2.28
*
```

Its energy above the lowest of the compared OMol25 structures with the same formula, charge and spin is 0.000 eV. The total energy is -2316.2604 hartree. The value obtained for the gap between HOMO and LUMO (spin up / spin down) is 5.03 / 4.41 eV. The lowest unoccupied orbital energy (spin up / spin down) is -13.121 / -13.739 eV.



Computed, not measured: 8 unconnected molecules or ions with the total composition C14H27F4N3O14, with ωB97M-V with the def2-TZVPD basis set.

Structure (ORCA input):
```
! RIJCOSX wB97M-V def2-TZVPD def2/J DEFGRID3
* xyz 2 1
N 4.48 -0.15 -1.24
H 4.42 0.86 -1.08
H 5.31 -0.46 -0.73
H 4.45 -0.36 -2.23
H 3.59 -0.40 -0.75
N 1.00 1.53 -4.37
H 1.94 1.18 -4.57
H 0.30 1.21 -5.04
H 1.08 2.55 -4.35
H 0.79 1.24 -3.40
N 2.36 3.94 -1.38
H 3.29 3.69 -1.08
H 2.26 4.39 -2.30
H 1.87 4.62 -0.79
H 1.76 3.09 -1.41
C 0.04 0.55 0.49
C 1.15 0.36 -0.53
O 1.26 1.24 -1.47
O 1.92 -0.63 -0.43
H -0.65 -0.30 0.49
H -0.53 1.46 0.32
H 0.49 0.57 1.49
C -2.97 1.54 -1.67
C -3.70 2.85 -1.98
O -3.49 2.99 -3.36
C -2.54 2.14 -3.80
O -1.89 2.29 -4.80
O -2.25 1.25 -2.86
F -3.13 3.89 -1.32
H -3.78 0.81 -1.72
H -2.45 1.74 -0.74
H -4.78 2.73 -1.88
C 0.67 -4.32 0.25
C -0.26 -3.65 -0.77
O -1.52 -3.82 -0.18
C -1.54 -4.76 0.80
O -2.50 -5.10 1.38
O -0.21 -5.15 1.02
F -0.16 -4.32 -1.95
H 1.20 -3.65 0.92
H 1.39 -4.97 -0.24
H 0.10 -2.65 -1.03
C 2.48 -0.09 3.40
C 3.78 -0.66 2.91
O 4.34 -1.13 4.12
C 3.68 -0.65 5.19
O 4.06 -0.91 6.29
O 2.62 0.05 4.80
F 4.53 0.27 2.23
H 1.60 -0.70 3.17
H 2.26 0.90 3.01
H 3.55 -1.40 2.15
C -4.38 -1.03 2.96
C -3.72 -1.30 1.62
O -4.06 -0.17 0.85
C -4.36 0.84 1.67
O -4.51 1.98 1.33
O -4.32 0.43 2.93
F -4.26 -2.40 1.07
H -3.97 -1.36 3.91
H -5.44 -1.30 3.04
H -2.63 -1.38 1.65
*
```

Its energy above the lowest of the compared OMol25 structures with the same formula, charge and spin is 1.238 eV. The total energy is -2166.2231 hartree. The value obtained for the gap between HOMO and LUMO is 7.92 eV. The lowest unoccupied orbital energy is -7.388 eV.



Computed, not measured: a molecular structure, C14H27LiN3, with ωB97M-V with the def2-TZVPD basis set.

Structure (ORCA input):
```
! RIJCOSX wB97M-V def2-TZVPD def2/J DEFGRID3
* xyz 1 1
Li 0.20 0.20 0.33
C 3.83 3.87 0.10
C 2.83 2.94 -0.60
C 1.92 3.75 -1.53
C 2.09 2.17 0.47
C 0.93 2.65 1.07
C 0.34 1.97 2.14
C 0.89 0.80 2.64
C 0.29 0.10 3.83
C 2.06 0.32 2.04
C 2.64 0.99 0.97
H 4.41 4.43 -0.63
H 4.52 3.30 0.72
H 3.31 4.58 0.74
H 3.39 2.23 -1.21
H 1.42 4.56 -0.99
H 1.16 3.13 -2.01
H 2.53 4.21 -2.31
H 0.49 3.58 0.73
H -0.53 2.40 2.62
H 1.04 -0.44 4.39
H -0.48 -0.62 3.51
H -0.19 0.82 4.50
H 2.54 -0.56 2.45
H 3.56 0.62 0.54
N 0.75 -1.80 0.19
C 0.29 -2.16 -1.16
C 0.69 -1.06 -2.15
N 0.28 0.27 -1.68
C -1.05 0.71 -2.14
C -2.16 0.33 -1.16
N -1.79 0.78 0.19
H 1.77 -1.85 0.21
H 0.44 -2.50 0.85
H -0.79 -2.28 -1.14
H 0.72 -3.11 -1.51
H 0.26 -1.30 -3.13
H 1.78 -1.06 -2.25
H 0.95 0.94 -2.03
H -1.30 0.28 -3.12
H -1.04 1.79 -2.24
H -2.28 -0.76 -1.14
H -3.10 0.76 -1.51
H -2.49 0.47 0.86
H -1.83 1.80 0.21
*
```

The total energy is -721.3492 hartree. The value obtained for the gap between HOMO and LUMO is 9.83 eV. The lowest unoccupied orbital energy is -2.341 eV.